No. 1
A molecular structure, C22H31MoN7OS5, computed with ωB97M-V/def2-TZVPD.

The geometry in XYZ format:
```
67
Properties=species:S:1:pos:R:3:mulliken_charge:R:1
Mo 0.019 -0.063 0.118 -0.5232
C 2.851 2.273 -1.600 -1.2576
C 1.802 3.343 -1.895 -0.8602
S 0.058 2.831 -1.814 0.0924
C -0.549 3.980 -0.564 -1.0027
C 0.148 3.851 0.775 -0.9093
S 0.164 2.164 1.481 0.1911
C 1.803 2.103 2.241 -0.8696
C 2.901 2.193 1.202 -1.1447
S 2.564 1.113 -0.226 0.4510
H 3.067 1.656 -2.469 0.7325
H 3.805 2.753 -1.367 0.6849
H 1.925 4.189 -1.222 0.5201
H 1.996 3.730 -2.897 0.5919
H -0.436 5.009 -0.914 0.5768
H -1.626 3.817 -0.478 0.4349
H 1.178 4.194 0.726 0.4833
H -0.359 4.444 1.540 0.6106
H 1.863 2.917 2.968 0.7096
H 1.837 1.168 2.797 0.1715
H 3.028 3.206 0.825 0.5713
H 3.856 1.886 1.631 0.6497
N -1.877 0.717 3.343 -0.2584
C -0.843 -0.153 3.346 -0.2847
N -0.056 -0.465 2.299 1.4646
C 0.850 -1.467 2.689 -0.8338
C 0.758 -1.866 3.971 -0.4724
S -0.479 -1.002 4.784 -0.0693
C 1.735 -1.994 1.670 -0.4207
C 2.723 -2.885 1.844 -0.5619
S 3.461 -3.291 0.347 -0.0992
C 2.402 -2.216 -0.469 -0.1476
N 1.534 -1.559 0.337 1.8215
N 2.493 -2.110 -1.790 -0.2245
H -1.804 1.535 2.759 0.1973
H -2.360 0.872 4.219 0.2846
H 1.325 -2.625 4.484 0.5097
H 3.067 -3.333 2.762 0.5228
H 3.184 -2.651 -2.291 0.2466
H 1.823 -1.604 -2.343 0.0479
O -1.975 0.841 0.025 0.0220
C -3.126 0.068 0.476 -0.9493
C -2.719 -1.373 0.535 0.2778
C -3.665 -2.345 0.803 -1.0809
C -3.296 -3.679 0.775 -0.7718
C -1.980 -3.996 0.459 -0.9567
C -1.082 -2.979 0.223 -0.5281
N -1.430 -1.670 0.269 1.7703
H -2.229 1.461 -0.672 0.1944
H -3.950 0.220 -0.224 0.6444
H -3.429 0.435 1.456 0.4684
H -4.688 -2.054 1.010 0.6074
H -4.022 -4.456 0.977 0.5238
H -1.646 -5.022 0.399 0.5772
H -0.054 -3.200 -0.012 0.3227
C -2.480 -1.488 -2.603 -1.1017
C -1.150 -0.887 -2.888 0.0126
N -0.210 -0.338 -2.084 1.9155
C 0.779 0.127 -2.959 -1.9719
C 0.458 -0.163 -4.237 -0.8365
N -0.751 -0.798 -4.162 -0.0610
H -3.044 -0.895 -1.895 -0.0071
H -2.391 -2.510 -2.234 0.1974
H -3.060 -1.518 -3.524 0.5606
H 1.647 0.644 -2.607 0.8208
H 0.956 0.034 -5.171 0.4700
H -1.293 -1.122 -4.953 0.2524
```

Charge: +4
Energy above the lowest of the compared OMol25 structures with the same formula, charge and spin (eV): 0.000
Orbital gap (alpha / beta) (eV): 5.414 / 5.936
Highest occupied orbital energy (alpha / beta) (hartree): -0.6986 / -0.6978
Multiplicity: 3
Expectation value of S²: 2.045
E (eV): -91791.229

No. 2
A gas-phase ion, C22H31N2O2 (charge +1), computed with ωB97M-V/def2-TZVPD.

The geometry in XYZ format:
```
57
Properties=species:S:1:pos:R:3:mulliken_charge:R:1
C -4.847 -2.870 0.018 -1.3167
C -4.812 -1.380 -0.301 -0.3604
C -4.286 -0.522 0.868 0.6596
C -5.260 -0.541 2.047 -2.0327
C -4.003 0.878 0.363 0.2186
C -4.947 1.888 0.484 -0.6348
C -4.703 3.170 0.023 -0.8430
C -3.493 3.472 -0.574 -0.7745
C -2.539 2.483 -0.725 -0.6690
C -2.793 1.196 -0.272 0.6424
N -1.841 0.160 -0.465 0.2741
C -0.562 0.261 -0.793 0.9050
O 0.094 1.278 -0.984 -0.7445
C 0.204 -1.087 -0.991 -0.2136
C -0.147 -2.198 -0.014 -1.7988
N 1.633 -0.674 -0.972 0.2732
C 2.473 -1.368 -1.951 -0.8395
C 2.264 -0.662 0.377 -0.4609
C 3.510 0.186 0.350 0.1597
C 3.395 1.563 0.173 -0.6583
C 4.539 2.338 0.140 -0.9737
C 5.793 1.768 0.277 -0.4366
C 5.916 0.391 0.451 0.5476
O 7.076 -0.281 0.590 -0.4127
C 8.290 0.441 0.594 -0.8769
C 4.758 -0.394 0.480 -0.5321
H -3.869 -3.229 0.336 0.3010
H -5.560 -3.081 0.809 0.3478
H -5.148 -3.433 -0.862 0.3943
H -4.193 -1.215 -1.189 0.4527
H -5.818 -1.040 -0.553 0.4359
H -3.350 -0.961 1.239 0.2991
H -6.278 -0.346 1.725 0.3817
H -4.975 0.203 2.786 0.4805
H -5.242 -1.516 2.526 0.4816
H -5.894 1.675 0.950 0.3132
H -5.459 3.932 0.135 0.4135
H -3.290 4.469 -0.931 0.4094
H -1.599 2.711 -1.199 0.4745
H -2.220 -0.767 -0.329 -0.1647
H -0.018 -1.424 -2.011 0.2680
H -0.178 -1.849 1.015 0.3524
H -1.115 -2.624 -0.266 0.6475
H 0.576 -3.008 -0.085 0.4356
H 1.534 0.359 -1.217 0.3740
H 3.489 -0.981 -1.892 0.4048
H 2.491 -2.436 -1.738 0.3512
H 2.093 -1.208 -2.958 0.3528
H 2.499 -1.684 0.678 0.5421
H 1.548 -0.229 1.078 0.3987
H 2.424 2.026 0.079 0.5023
H 4.457 3.406 0.009 0.4034
H 6.664 2.401 0.252 0.4396
H 8.448 0.961 -0.355 0.3611
H 9.071 -0.305 0.731 0.2453
H 8.326 1.158 1.418 0.3686
H 4.873 -1.457 0.625 0.4305
```

Charge: +1
Energy above the lowest of the compared OMol25 structures with the same formula, charge and spin (eV): 0.462
Orbital gap (eV): 9.069
Highest occupied orbital energy (hartree): -0.4179
SMILES: CC[C@H](C)c1ccccc1NC(=O)[C@H](C)[N@H+](C)Cc1cccc(OC)c1
E (eV): -30387.133

No. 3
C22H31N5O3S in the gas phase in a non-equilibrium geometry, computed with ωB97M-V/def2-TZVPD.

The geometry in XYZ format:
```
62
Properties=species:S:1:pos:R:3:mulliken_charge:R:1
C 4.125 2.417 0.952 -0.9937
C 4.106 1.037 1.605 -0.8030
N 4.150 -0.027 0.621 0.3982
C 5.349 -0.837 0.562 -0.5351
C 6.520 -0.090 -0.066 -1.1583
S 2.694 -0.851 0.486 1.3224
O 2.140 -1.126 1.785 -0.8080
O 2.903 -1.970 -0.389 -0.7681
C 1.657 0.375 -0.309 0.8958
C 0.550 0.806 0.391 -0.1069
C -0.308 1.751 -0.167 -0.1998
N -1.448 2.113 0.557 -0.1300
C -2.586 2.706 0.079 0.4223
O -2.643 3.318 -0.964 -0.6294
C -3.822 2.438 0.942 -1.1906
N -4.283 1.059 0.845 0.0228
C -3.613 0.133 1.747 0.1567
C -4.212 -1.269 1.607 -1.3253
N -4.110 -1.710 0.229 0.0300
C -2.839 -2.061 -0.199 0.5922
C -2.561 -2.383 -1.535 -0.4692
C -1.270 -2.724 -1.879 -0.6199
C -0.282 -2.758 -0.902 -0.4151
C -0.661 -2.469 0.396 -0.6821
N -1.891 -2.124 0.739 -0.2494
C -4.895 -0.821 -0.604 -1.4130
C -4.305 0.589 -0.533 -0.0239
C -0.019 2.254 -1.433 -0.6191
C 1.094 1.803 -2.117 -1.0253
C 1.957 0.854 -1.578 0.3295
C 3.165 0.385 -2.318 -1.6922
H 3.260 2.544 0.305 0.1228
H 5.024 2.546 0.356 0.2847
H 4.102 3.186 1.720 0.4334
H 3.190 0.918 2.190 0.4465
H 4.955 0.937 2.289 0.4969
H 5.629 -1.189 1.565 0.3698
H 5.090 -1.705 -0.046 0.3365
H 6.804 0.767 0.540 0.2771
H 6.259 0.257 -1.062 0.2591
H 7.374 -0.757 -0.143 0.4242
H 0.365 0.377 1.364 0.4976
H -1.504 1.687 1.472 0.3945
H -4.622 3.086 0.569 0.4270
H -3.632 2.677 1.990 0.4606
H -3.748 0.497 2.768 0.4253
H -2.539 0.018 1.538 -0.1311
H -3.661 -1.963 2.240 0.5039
H -5.268 -1.267 1.883 0.4602
H -3.338 -2.371 -2.284 0.3122
H -1.033 -2.963 -2.907 0.4331
H 0.744 -2.993 -1.131 0.5004
H 0.059 -2.486 1.203 0.5916
H -4.910 -1.164 -1.637 0.3740
H -5.918 -0.819 -0.221 0.4503
H -4.908 1.289 -1.117 0.5120
H -3.295 0.551 -0.978 0.1145
H -0.677 2.982 -1.877 0.5777
H 1.298 2.199 -3.101 0.4248
H 3.105 0.659 -3.368 0.5153
H 3.263 -0.693 -2.223 0.3042
H 4.057 0.836 -1.885 0.0887
```

Charge: 0
Energy above the lowest of the compared OMol25 structures with the same formula, charge and spin (eV): 2.425
Orbital gap (eV): 8.470
Highest occupied orbital energy (hartree): -0.2874
SMILES: CCN(CC)S(=O)(=O)c1cc(NC(=O)CN2CCN(c3ccccn3)CC2)ccc1C
E (eV): -47745.659

No. 4
C22H31N5O3S in the gas phase in a non-equilibrium geometry, computed with ωB97M-V/def2-TZVPD.

The geometry in XYZ format:
```
62
Properties=species:S:1:pos:R:3:mulliken_charge:R:1
C -4.849 -2.158 1.776 -0.9669
C -3.806 -1.112 2.165 -0.6076
N -3.521 -0.129 1.140 0.2964
C -4.333 1.060 1.029 -0.3368
C -5.735 0.859 0.453 -1.2558
S -2.862 -0.725 -0.276 1.2708
O -3.854 -0.928 -1.301 -0.7837
O -2.084 -1.870 0.096 -0.6304
C -1.737 0.618 -0.696 0.5471
C -0.544 0.549 -0.002 -0.3051
C 0.420 1.542 -0.141 -0.5360
N 1.621 1.407 0.550 0.0801
C 2.545 2.357 0.848 0.6198
O 2.437 3.541 0.629 -0.6630
C 3.753 1.732 1.555 -0.8923
N 4.055 0.469 0.927 0.3071
C 4.726 0.638 -0.351 -0.7673
C 5.036 -0.753 -0.926 -0.9218
N 4.128 -1.728 -0.362 -0.0205
C 2.844 -1.735 -0.866 0.8038
C 1.866 -2.633 -0.411 -0.6258
C 0.628 -2.630 -1.018 -0.5475
C 0.380 -1.745 -2.062 -0.4374
C 1.410 -0.912 -2.451 -0.6260
N 2.602 -0.899 -1.878 -0.2288
C 4.381 -1.916 1.051 -0.9236
C 4.698 -0.554 1.722 -0.7879
C 0.149 2.624 -0.976 -0.5832
C -1.039 2.667 -1.675 -1.0436
C -2.007 1.668 -1.565 1.0573
C -3.263 1.777 -2.374 -2.0148
H -5.832 -1.716 1.649 0.2422
H -4.906 -2.921 2.548 0.4043
H -4.552 -2.623 0.840 0.3088
H -2.859 -1.621 2.363 0.2946
H -4.111 -0.574 3.067 0.4360
H -4.396 1.512 2.025 0.4489
H -3.771 1.742 0.388 0.1270
H -5.677 0.247 -0.442 0.2860
H -6.166 1.824 0.197 0.4325
H -6.390 0.374 1.172 0.3318
H -0.377 -0.305 0.635 0.4651
H 1.889 0.461 0.798 0.0361
H 3.478 1.568 2.601 0.3772
H 4.587 2.452 1.528 0.3081
H 5.654 1.227 -0.247 0.4388
H 4.046 1.174 -1.016 0.3551
H 4.920 -0.751 -2.008 0.4624
H 6.052 -1.067 -0.671 0.3768
H 2.081 -3.336 0.379 0.4453
H -0.150 -3.296 -0.682 0.4957
H -0.584 -1.713 -2.543 0.4705
H 1.288 -0.203 -3.261 0.4203
H 3.505 -2.361 1.521 0.3531
H 5.227 -2.601 1.177 0.3026
H 5.788 -0.402 1.791 0.3208
H 4.293 -0.537 2.736 0.4490
H 0.874 3.415 -1.072 0.5053
H -1.231 3.500 -2.336 0.4448
H -3.824 0.850 -2.344 0.2894
H -3.014 2.011 -3.408 0.5410
H -3.889 2.585 -1.996 0.3535
```

Charge: 0
Energy above the lowest of the compared OMol25 structures with the same formula, charge and spin (eV): 2.580
Orbital gap (eV): 8.537
Highest occupied orbital energy (hartree): -0.2923
SMILES: CCN(CC)S(=O)(=O)c1cc(NC(=O)CN2CCN(c3ccccn3)CC2)ccc1C
E (eV): -47745.504